1.
This record from OMol25 describes a structure of composition C9H18NO6RhSi in a non-equilibrium geometry. The level of theory is ωB97M-V with the def2-TZVPD basis set.

Structure (XYZ):
```
36
Properties=species:S:1:pos:R:3:forces:R:3
Rh 0.31713 0.13568 0.37448 -2.012 -1.108 2.186
O -0.32455 -1.91796 1.49736 0.530 -0.154 -0.020
C -1.59106 -1.71276 2.10639 -0.001 0.075 -0.007
C -1.62455 -0.36691 2.78339 -0.052 0.067 0.059
N -1.35209 0.72925 1.83464 1.000 -0.110 -0.767
C -0.71537 1.86643 2.50347 -0.227 0.249 0.170
C 0.67077 1.44985 2.94134 -0.115 0.262 0.154
O 1.12276 1.80142 4.00064 0.265 -0.111 0.024
O 1.28287 0.68518 2.07262 0.106 -0.283 -1.037
C -2.51370 1.12021 1.04063 -0.113 0.009 -0.067
C -2.09247 1.67425 -0.31689 0.045 -0.193 0.398
O -2.90766 2.20236 -1.02576 0.026 0.095 -0.189
O -0.82683 1.51842 -0.58821 1.001 0.011 -0.813
H 0.36824 -1.95410 2.17261 -0.088 -0.137 0.019
H -2.31822 -1.78173 1.29816 -0.023 -0.028 0.007
H -1.80993 -2.49581 2.83475 -0.009 -0.040 -0.025
H -2.59116 -0.21431 3.27429 0.029 0.102 0.032
H -0.84681 -0.34612 3.54917 -0.063 0.024 0.068
H -0.61726 2.69229 1.79701 -0.089 -0.022 -0.056
H -1.27939 2.20364 3.37571 -0.081 -0.009 -0.035
H -3.14548 0.25308 0.84836 -0.013 -0.013 0.072
H -3.11319 1.88001 1.54660 -0.029 -0.071 0.088
C 3.54297 -0.65125 -2.42038 -0.319 -0.219 0.143
Si 1.66998 -0.78271 -2.35140 1.066 0.505 -0.845
C 0.99724 0.84678 -2.98639 -0.273 -0.206 0.295
C 1.11751 -2.14602 -3.50300 -0.190 -0.105 0.365
O 1.25020 -1.08805 -0.77732 -0.723 1.299 0.006
H 3.87828 -0.50305 -3.44857 0.064 0.017 0.032
H 3.99189 -1.56711 -2.02912 0.118 0.049 -0.038
H 3.87893 0.18756 -1.80778 0.071 -0.007 -0.038
H 1.42709 1.07081 -3.96467 0.045 -0.063 0.005
H 1.22665 1.67154 -2.30913 0.021 0.029 -0.060
H -0.08923 0.80843 -3.08667 0.006 0.108 -0.047
H 1.55803 -1.98910 -4.48928 0.007 0.023 0.010
H 0.03067 -2.15342 -3.60990 0.008 -0.033 -0.038
H 1.42776 -3.12680 -3.13719 0.011 -0.011 -0.052
```
Positions in Å, forces in eV/Å.

Computed properties:
HOMO energy (alpha / beta) = -9.73 / -9.70 eV
Strongest force on any atom = 3.17 eV/A
Orbital gap (alpha / beta) = 7.88 / 7.71 eV

Atomic partial charges in e from the Mulliken method, atoms 1 to 8: 1.14, -0.40, -0.61, -0.78, 0.65, -0.26, 0.39, -0.63

=====

2.
This record from OMol25 describes a structure of composition C2H2FLaLiO in a non-equilibrium geometry. The level of theory is ωB97M-V with the def2-TZVPD basis set.

Structure (XYZ):
```
8
Properties=species:S:1:pos:R:3:forces:R:3
H -0.47185 1.09022 -1.23531 1.029 0.510 2.354
C -0.21707 -1.15245 -0.12021 -1.344 0.375 0.383
C -0.75662 0.05875 -0.23213 -2.062 -2.767 1.356
O 0.11898 1.12027 -0.16324 1.975 2.457 -2.915
Li -1.75487 1.36554 1.37795 -0.276 -0.400 -0.530
La 2.56943 0.82342 0.30400 -0.548 -0.388 -0.383
F 1.20172 -1.23316 -0.13757 0.936 0.297 0.459
H -0.68973 -2.07260 0.20652 0.289 -0.085 -0.725
```
Positions in Å, forces in eV/Å.

Computed properties:
HOMO energy (alpha / beta) = -14.96 / -16.57 eV
Spin multiplicity = 2
Strongest force on any atom = 4.29 eV/A
Net charge = +2
Orbital gap (alpha / beta) = 6.10 / 7.74 eV

Need the Mulliken charges? In units of e they are: 0.53, 0.06, -0.84, -0.46, 0.94, 1.65, -0.29, 0.41

=====

3.
This record from OMol25 describes a cluster of 2 separate species, C2H3F3OS in total in a non-equilibrium geometry. The level of theory is ωB97M-V with the def2-TZVPD basis set.

Structure (XYZ):
```
10
Properties=species:S:1:pos:R:3:forces:R:3
C -1.51128 -2.01832 -1.85843 -1.294 1.079 -1.242
C 1.41651 1.50089 1.64140 3.438 0.801 -1.307
O -1.91657 -1.26024 -0.92275 -0.652 -3.488 -0.842
F 2.56097 1.55831 2.32118 0.557 -0.547 1.799
F 1.55632 0.37935 0.90426 -1.337 0.715 0.373
F 1.57481 2.59451 0.85976 -1.426 -0.242 -0.855
S -1.27241 0.06443 -0.29270 0.719 1.789 0.332
H -0.92495 -1.62505 -2.65482 1.586 0.728 0.135
H 0.59429 1.65081 2.30306 -1.079 -0.713 0.070
H -2.07770 -2.84468 -2.30097 -0.512 -0.122 1.536
```
Positions in Å, forces in eV/Å.

Computed properties:
HOMO energy (alpha / beta) = -8.61 / -8.61 eV
ΔE to the lowest compared entry with this formula, charge and spin = 2.551 eV
Strongest force on any atom = 3.76 eV/A
Orbital gap (alpha / beta) = 7.32 / 7.32 eV

Atomic partial charges in e from the Mulliken method, atoms 1 to 8: -0.11, 0.42, -0.17, -0.23, -0.18, -0.22, -0.19, 0.23

=====

4.
This record from OMol25 describes a structure of composition C31H40N10O3PSTeTi. The level of theory is ωB97M-V with the def2-TZVPD basis set.

Structure (XYZ):
```
88
Properties=species:S:1:pos:R:3:forces:R:3
Ti 0.37463 0.14980 0.33825 -0.116 0.191 0.482
C 0.00647 -0.61583 4.66158 -0.017 -0.014 0.002
C 1.21594 -0.09425 5.16465 0.030 0.003 0.040
C 2.04426 0.59233 4.32242 0.008 -0.016 0.043
C 1.69704 0.75366 2.96760 -0.048 -0.035 -0.022
N 0.55840 0.17081 2.46568 -0.015 -0.106 -0.300
C -0.27176 -0.45998 3.33480 0.024 0.022 -0.005
C 2.42649 1.58107 2.05125 0.019 -0.094 -0.028
C 3.60854 2.27995 2.37359 -0.009 0.058 0.009
C 4.13665 3.16776 1.47800 0.038 0.008 0.023
C 3.48654 3.37570 0.24693 -0.019 0.007 -0.033
C 2.37975 2.61937 -0.03425 0.009 -0.015 0.021
N 1.86927 1.70831 0.81420 -0.085 -0.076 -0.036
H -0.69151 -1.13491 5.30210 -0.008 -0.004 -0.008
H 1.47601 -0.21803 6.20713 0.001 0.003 -0.002
H 2.95701 1.02861 4.70108 0.007 0.004 -0.007
H -1.18569 -0.85610 2.91507 0.027 0.023 -0.001
H 4.08785 2.12551 3.32894 -0.008 0.001 0.011
H 5.04032 3.71208 1.71776 -0.001 -0.002 0.005
H 3.85793 4.09000 -0.47372 -0.006 0.000 -0.009
H 1.86338 2.72058 -0.98232 0.001 -0.005 0.011
N 2.81585 0.31273 -2.06088 -0.008 0.012 -0.035
C 3.21121 -0.51725 -1.01807 -0.003 -0.014 0.024
C 4.50924 -1.03719 -1.06376 0.042 0.029 -0.069
C 4.93034 -1.87379 -0.06184 -0.018 -0.015 0.037
C 4.05086 -2.19093 0.97183 0.024 0.008 -0.030
C 2.80213 -1.62410 0.94798 -0.027 -0.005 -0.001
N 2.38806 -0.77801 -0.01421 -0.152 0.057 0.044
C 1.55873 0.55746 -2.59557 0.062 -0.026 0.104
C 1.50553 0.88926 -3.95360 -0.026 0.037 -0.115
C 0.29476 1.18537 -4.52811 0.082 -0.013 0.031
C -0.85439 1.14347 -3.74281 -0.064 -0.044 -0.031
C -0.72330 0.80857 -2.42030 0.077 -0.003 0.039
N 0.46562 0.53989 -1.83236 -0.059 -0.057 -0.127
H 3.54083 0.41636 -2.75249 0.008 -0.007 0.009
H 5.15409 -0.80245 -1.90056 -0.010 0.002 -0.001
H 5.92641 -2.29461 -0.08897 0.002 0.002 -0.001
H 4.33308 -2.85815 1.77244 -0.012 -0.003 0.008
H 2.07653 -1.83655 1.72251 0.012 0.006 -0.006
H 2.41262 0.88246 -4.54315 0.007 -0.005 0.010
H 0.23939 1.43303 -5.57973 0.004 0.000 -0.002
H -1.82932 1.35555 -4.15642 -0.011 -0.006 0.022
H -1.58378 0.77051 -1.76659 -0.010 0.004 -0.017
C 1.10806 -5.71410 0.28406 -0.069 0.037 -0.069
C -0.00528 -4.81023 0.76718 0.027 -0.033 0.029
O -0.76249 -4.20515 -0.30385 0.125 -0.090 0.069
P -0.30261 -2.85302 -1.03314 -0.032 0.113 0.013
O -0.04201 -1.84476 0.10288 -0.030 0.071 -0.077
Te 1.38417 -3.12824 -2.62630 -0.010 -0.062 0.017
O -1.70403 -2.39055 -1.64335 0.041 -0.034 -0.013
C -2.65401 -3.26658 -2.29108 -0.048 -0.012 -0.053
C -2.29449 -3.58086 -3.72622 0.047 0.048 0.034
H 1.54025 -6.23648 1.13897 -0.009 0.006 0.012
H 1.88952 -5.14669 -0.21720 0.015 -0.002 -0.015
H 0.71949 -6.45409 -0.41498 0.008 -0.010 0.002
H 0.38456 -4.01950 1.41509 -0.011 0.014 -0.010
H -0.74208 -5.38059 1.33238 -0.005 0.010 0.014
H -3.59562 -2.71987 -2.23852 -0.007 -0.003 0.010
H -2.75269 -4.17737 -1.69966 0.014 0.007 0.022
H -2.13261 -2.66222 -4.29046 -0.001 0.000 -0.012
H -3.11209 -4.13619 -4.18809 -0.017 0.003 0.017
H -1.38831 -4.18031 -3.78450 0.003 -0.001 -0.021
C -1.29008 5.35029 -0.52571 -0.016 0.015 0.002
N -0.79627 4.55705 0.59782 -0.083 -0.028 0.033
C 0.13988 5.19357 1.52589 0.013 -0.005 0.015
C -0.78068 3.24989 0.49682 0.037 0.057 -0.125
N -0.75023 2.09823 0.42686 0.209 0.011 0.017
H -1.79020 6.23644 -0.13855 -0.003 0.000 0.002
H -2.00421 4.76392 -1.09805 -0.003 -0.007 0.006
H -0.46941 5.65930 -1.17746 0.005 -0.007 0.000
H -0.32155 6.09765 1.91935 0.002 0.001 0.007
H 1.07640 5.44857 1.02490 0.000 0.004 -0.006
H 0.35018 4.51506 2.34930 -0.003 -0.007 -0.001
C -6.39136 1.81542 0.19683 0.041 -0.021 -0.026
C -5.40560 1.27452 -0.84136 -0.031 0.048 0.012
C -4.34693 0.41729 -0.23111 0.036 -0.106 0.019
N -3.10190 0.72674 -0.17626 -0.063 0.113 -0.021
N -2.31519 -0.19740 0.46476 0.107 -0.105 0.043
C -3.00732 -1.22229 0.88079 -0.095 0.078 0.000
N -2.48964 -2.26745 1.58724 0.046 -0.008 -0.099
S -4.69740 -1.11165 0.52336 0.012 0.006 0.049
H -7.13358 2.45480 -0.27836 -0.003 0.000 -0.008
H -5.86823 2.39877 0.95459 -0.008 -0.001 0.010
H -6.92015 1.00454 0.69888 -0.007 0.006 0.009
H -4.89051 2.09342 -1.34449 -0.001 -0.006 -0.006
H -5.94184 0.70637 -1.60438 0.005 -0.007 -0.010
H -1.51239 -2.42348 1.35891 -0.003 -0.018 0.015
H -3.04151 -3.11084 1.59017 0.012 0.008 0.003
```
Positions in Å, forces in eV/Å.

Computed properties:
HOMO energy (alpha / beta) = -7.61 / -9.26 eV
Spin multiplicity = 3
ΔE to the lowest compared entry with this formula, charge and spin = 0.000 eV
Strongest force on any atom = 0.53 eV/A
Net charge = +1
Orbital gap (alpha / beta) = 5.29 / 6.75 eV

Atomic partial charges in e from the Mulliken method, atoms 1 to 8: 0.11, -1.08, -0.76, -1.16, 0.56, 0.87, -0.24, 0.53